## w
ORCA calculation (wB97M-V/def2-TZVPD) on a molecular structure, C2H6NO2P.

Each line ends with the natural charge from an NBO analysis.
Atoms and positions in Å:
C  -0.51  0.23  -0.21  0.0064
C  1.35  0.73  -0.89  -0.0920
N  -1.36  1.07  -0.08  -0.6386
O  2.04  0.89  0.28  -0.7235
O  -1.86  -1.46  0.81  -1.0008
P  -0.43  -1.54  -0.11  0.8420
H  1.61  -0.23  -1.38  0.1540
H  1.56  1.58  -1.53  0.1721
H  -2.16  0.92  0.40  0.3622
H  1.58  1.52  0.81  0.4736
H  -2.34  -2.28  1.02  0.4987
H  0.52  -1.44  0.89  -0.0540

## Properties
Charge   0
HOMO-LUMO gap   8.560 eV

***

## x
ORCA calculation (wB97M-V/def2-TZVPD) on C2H6NO2P in the gas phase.

Each line ends with the natural charge from an NBO analysis.
Atoms and positions in Å:
C  -0.55  -0.93  0.33  -0.7034
C  -0.35  0.33  -0.45  0.5448
N  -1.42  0.97  -0.92  -0.2142
O  -2.64  0.34  -0.37  -0.6282
O  1.00  0.66  -0.63  -0.7545
P  2.76  -0.19  -0.07  0.6456
H  0.19  -1.03  1.24  0.1944
H  -0.34  -1.80  -0.22  0.2306
H  -1.50  -0.80  0.69  0.2558
H  -3.36  0.99  -0.26  0.4833
H  2.79  0.50  1.22  -0.0302
H  3.43  0.96  -0.56  -0.0238

## Properties
Structure (SMILES)   C/C(=N\O)OP
Charge   0
HOMO-LUMO gap   8.055 eV

***

Most stable = w

***

## w
ORCA calculation (wB97M-V/def2-TZVPD) on C2H6NO2P in the gas phase.

Each line ends with the natural charge from an NBO analysis.
Atoms and positions in Å:
C  0.72  -0.67  -0.75  -0.6329
C  1.21  0.04  0.53  -0.3470
P  -0.36  0.79  1.44  0.3556
N  1.84  1.37  0.18  0.5100
O  3.02  1.64  0.20  -0.3463
O  0.99  2.22  0.03  -0.3957
H  -0.33  -0.74  -0.85  0.2237
H  1.13  0.01  -1.55  0.2291
H  1.18  -1.66  -0.92  0.2301
H  1.91  -0.62  1.18  0.2492
H  -0.78  -0.50  1.98  -0.0607
H  0.41  1.12  2.64  -0.0151

## Properties
Structure (SMILES)   C[C@H](P)[N+](=O)[O-]
Charge   0
HOMO-LUMO gap   9.798 eV

***

## x
ORCA calculation (wB97M-V/def2-TZVPD) on 2 unconnected molecules or ions with the total composition C2H6NO2P.

Each line ends with the natural charge from an NBO analysis.
Atoms and positions in Å:
C  -1.31  -1.19  -0.11  -0.9744
C  -0.03  1.24  0.35  -0.9644
N  3.43  0.07  0.43  0.5093
O  4.45  0.27  -0.14  -0.2388
O  2.72  -0.93  0.57  -0.2724
P  -0.63  -0.23  1.30  0.5685
H  -1.09  -2.22  0.28  0.2418
H  -2.39  -0.87  -0.12  0.2406
H  -0.82  -0.90  -0.98  0.2197
H  1.06  1.20  0.05  0.2214
H  -0.64  1.21  -0.57  0.2195
H  -0.22  2.08  0.96  0.2293

## Properties
Charge   0
HOMO-LUMO gap (spin up / spin down)   8.968 / 5.479 eV

***

Most stable = w